Formula: C4H5O2S
Source: the OMol25 dataset
Level of theory: ωB97M-V with the def2-TZVPD basis set

The geometry in ORCA input format:
```
! wB97M-V def2-TZVPD RIJCOSX def2/J DEFGRID3
* xyz -1 1
C 0.69522 -1.32490 1.10430
C 0.68825 1.21821 0.11107
C 0.17474 -0.07313 -0.20254
C -1.25714 -0.17376 -0.67171
O 1.71622 -0.99740 1.66087
O -0.09616 -2.26107 1.14799
S 1.44919 0.49462 -1.37915
H 0.21456 2.05725 -0.35275
H 1.33779 1.49146 1.07389
H -1.51951 0.35353 -1.67937
H -1.86215 0.37848 0.14203
H -1.54101 -1.16330 -0.95465
*
```

Summary:
LUMO level (eV): 3.549
SMILES: C[C@]1(C(=O)[O-])CS1
Energy relative to the best compared isomer or geometry (same formula, charge and spin) (kcal/mol): 26.31
HOMO energy (eV): -3.7
Calculated total energy (eV): -19159.4023

Formula: C3H11N
Source: the OMol25 dataset
Level of theory: ωB97M-V with the def2-TZVPD basis set

The geometry in ORCA input format:
```
! wB97M-V def2-TZVPD RIJCOSX def2/J DEFGRID3
* xyz 0 1
C -1.88673 -2.18821 1.56215
H -2.73202 -2.81832 1.57960
H -1.37732 -2.00468 2.52751
H -1.17619 -2.33564 0.71616
H -2.21075 -1.07032 1.27826
C 1.53842 1.09972 0.28375
C 1.20694 1.33796 -1.23437
N -0.21548 0.95586 -1.59491
H 0.99412 0.26298 0.50563
H 1.07511 1.97108 0.80839
H 2.61737 0.91298 0.39871
H 1.93392 0.75244 -1.73818
H 1.20282 2.36896 -1.51538
H -0.63946 0.17977 -1.01620
H -0.33074 0.57542 -2.56113
*
```

Summary:
LUMO level (eV): 0.995
SMILES: CCN.C
Energy relative to the best compared isomer or geometry (same formula, charge and spin) (kcal/mol): 26.23
HOMO energy (eV): -9.2
Calculated total energy (eV): -4778.3582

Formula: C26H67NO24PS7
Source: the OMol25 dataset
Level of theory: ωB97M-V with the def2-TZVPD basis set

The geometry in ORCA input format:
```
! wB97M-V def2-TZVPD RIJCOSX def2/J DEFGRID3
* xyz 1 1
C 3.58148 0.09450 1.04263
C 3.60203 -1.47207 1.11719
P 3.11067 -2.09960 -0.58898
O 4.28416 -1.90509 -1.52661
O 1.82065 -1.26669 -1.24852
O 2.65094 -3.70534 -0.52941
C 4.93867 -2.22584 1.41072
C 4.36777 -3.52150 2.10027
C 3.06238 -3.04039 2.78574
N 2.73111 -1.91940 2.21872
H 4.60307 0.50438 0.93405
H 2.98695 0.49036 0.18638
H 3.04987 0.47012 1.96159
H 2.25036 -0.52925 -1.71456
H 1.96719 -3.83079 0.14665
H 5.67404 -1.60370 1.95954
H 5.52453 -2.63256 0.55846
H 5.04718 -3.82583 2.93890
H 4.27665 -4.46179 1.52021
H 2.50476 -3.53852 3.60179
H 1.90526 -1.44896 2.58531
O 0.98542 -5.81229 4.80110
S -0.12053 -5.84905 3.87885
O -0.44566 -4.70853 3.05926
O -1.43929 -6.32402 4.65813
C -1.83089 -5.61079 5.84113
C -2.49817 -4.28849 5.51141
C 0.04108 -7.26582 2.83771
H -0.97321 -5.46795 6.50294
H -2.53940 -6.25137 6.36596
H -1.78952 -3.58976 5.06421
H -2.90289 -3.82877 6.41397
H -3.30658 -4.43356 4.79327
H 0.24450 -8.13615 3.45711
H 0.87159 -7.08600 2.15675
H -0.88236 -7.39476 2.27314
O 0.70792 -3.14003 -4.30654
S 1.93386 -2.47262 -4.65043
O 2.21180 -1.13231 -4.20735
O 2.14068 -2.54780 -6.24244
C 1.08270 -2.07024 -7.09049
C 1.05756 -0.55440 -7.15384
C 3.29449 -3.50992 -4.21124
H 0.11858 -2.46850 -6.76534
H 1.27518 -2.46760 -8.08766
H 0.77698 -0.12510 -6.19099
H 0.33821 -0.21286 -7.89897
H 2.04400 -0.16252 -7.40784
H 3.10583 -4.51269 -4.58846
H 3.36684 -3.52175 -3.12800
H 4.20429 -3.09560 -4.63966
O 3.16932 0.83880 4.18975
S 2.18185 1.26140 5.15403
O 1.09372 2.11809 4.77900
O 2.93187 1.88544 6.42472
C 3.87603 2.95049 6.20692
C 3.18511 4.27694 5.95708
C 1.52274 -0.16154 5.97150
H 4.55556 2.69704 5.38945
H 4.47661 3.02044 7.11413
H 2.64647 4.26971 5.01026
H 3.91283 5.08823 5.92446
H 2.45582 4.48588 6.74087
H 2.34601 -0.79441 6.29640
H 0.89469 -0.69404 5.25784
H 0.92554 0.16661 6.81917
O 1.21529 6.31110 4.37289
S 0.57146 6.49113 3.10063
O 0.97323 7.53005 2.19566
O -1.01779 6.58253 3.32863
C -1.51583 7.55676 4.25999
C -1.51242 8.95603 3.67708
C 0.57829 4.95178 2.23155
H -0.94973 7.51668 5.19365
H -2.54122 7.26536 4.49209
H -0.49416 9.31303 3.51673
H -2.01265 9.65053 4.34848
H -2.01689 8.97225 2.70949
H 0.23139 4.16746 2.90167
H 1.60208 4.75488 1.91781
H -0.06906 5.03752 1.36135
O 1.41687 -2.03957 -10.72219
S 2.63603 -1.36346 -11.07506
O 2.91180 -0.02488 -10.63417
O 2.83519 -1.43833 -12.66902
C 1.77250 -0.96645 -13.50900
C 1.73434 0.54880 -13.57747
C 4.00519 -2.39117 -10.63629
H 0.81380 -1.37176 -13.17661
H 1.96487 -1.36838 -14.50418
H 1.45572 0.97977 -12.61531
H 1.00704 0.88002 -14.32012
H 2.71601 0.94728 -13.83874
H 3.82325 -3.39707 -11.00746
H 4.07905 -2.39703 -9.54985
H 4.91094 -1.97293 -11.06993
O -4.32013 10.03871 4.31358
S -5.43858 10.04784 3.41027
O -5.75078 11.20057 2.61468
O -6.75846 9.59291 4.21061
C -7.10336 10.30234 5.40827
C -7.73932 11.64665 5.10759
C -5.33278 8.64009 2.34664
H -6.22749 10.41430 6.05199
H -7.81839 9.67577 5.94254
H -7.02110 12.32914 4.65231
H -8.11065 12.10784 6.02394
H -8.56730 11.53258 4.40606
H -5.14129 7.75586 2.95044
H -4.50977 8.81026 1.65462
H -6.26741 8.54351 1.79852
O -2.42576 -7.63651 0.23058
S -3.41204 -6.86663 -0.48094
O -4.60520 -6.39941 0.16550
O -3.81795 -7.65404 -1.82170
C -4.26335 -9.01334 -1.70440
C -5.69574 -9.10005 -1.21181
C -2.61980 -5.49505 -1.26521
H -3.58843 -9.58263 -1.06071
H -4.19785 -9.44605 -2.70303
H -5.77922 -8.75659 -0.18021
H -6.05371 -10.12957 -1.25580
H -6.34968 -8.47007 -1.81678
H -1.73900 -5.85189 -1.79433
H -2.33324 -4.79016 -0.48638
H -3.32366 -5.02816 -1.95049
*
```

Summary:
LUMO level (eV): -4.330
HOMO energy (eV): -12.0
Calculated total energy (eV): -163806.8644

Formula: C5H8O2
Source: the OMol25 dataset
Level of theory: ωB97M-V with the def2-TZVPD basis set

The geometry in ORCA input format:
```
! wB97M-V def2-TZVPD RIJCOSX def2/J DEFGRID3
* xyz 0 1
C 0.95220 -0.49232 -1.43020
C -0.12265 -0.84145 -0.42047
O 0.15040 -1.45811 0.86780
C -0.56629 -0.40203 1.52500
C 0.23811 0.85111 1.36567
C -0.66359 0.38297 0.24986
O -1.53375 1.18665 -0.46316
H 0.61804 0.46455 -1.87457
H 1.91972 -0.32534 -0.95303
H 1.04525 -1.18452 -2.26642
H -0.94095 -1.40747 -0.88416
H -1.23834 -0.65749 2.33732
H -0.16422 1.72060 1.88269
H 1.32413 0.78106 1.33190
H -1.01805 1.38179 -1.26823
*
```

Summary:
LUMO level (eV): 0.857
Energy relative to the best compared isomer or geometry (same formula, charge and spin) (kcal/mol): 68.05
HOMO energy (eV): -9.5
Calculated total energy (eV): -9406.8813